Entry a
A single C3H5NO2S2 molecule. Source: the Open Molecules 2025 dataset; level of theory: the ωB97M-V functional and the def2-TZVPD basis.

As for the SMILES: O=C(NS)C(=S)CO.

Last column: natural (NBO) charge in e.
Cartesian coordinates (Å):
C -1.521 0.251 0.638  -0.1383
C -0.407 -0.138 -0.274  -0.1473
C 0.671 0.897 -0.454  0.5938
H -2.490 -1.414 0.406  0.4829
H -1.711 1.330 0.410  0.2330
H -1.109 0.241 1.731  0.1874
H 2.655 1.137 -0.593  0.4163
H 2.246 -1.819 -0.610  0.1295
N 1.978 0.470 -0.301  -0.7531
O -2.673 -0.432 0.488  -0.6913
O 0.378 2.044 -0.807  -0.5609
S -0.469 -1.550 -1.112  0.0552
S 2.452 -1.016 0.479  0.1927

***

Entry b
A single C3H5NO2S2 molecule. Source: the Open Molecules 2025 dataset; level of theory: the ωB97M-V functional and the def2-TZVPD basis.

As for the SMILES: O/N=C1/OCSCS1.

Last column: natural (NBO) charge in e.
Cartesian coordinates (Å):
C -0.910 0.380 -0.529  0.2821
C 1.012 -1.344 0.250  -0.6910
C 1.158 1.319 -0.042  -0.2276
H -2.668 -1.001 0.046  0.4522
H 1.464 -2.338 0.161  0.2561
H 0.735 -1.157 1.302  0.2292
H 0.809 1.359 1.008  0.1917
H 1.737 2.222 -0.253  0.2292
N -2.039 0.793 -0.144  -0.1080
O -3.041 -0.106 0.124  -0.5246
O 0.000 1.320 -0.875  -0.4959
S -0.488 -1.338 -0.762  0.1790
S 2.231 -0.109 -0.286  0.2278

***

Which structure wins on stability? entry a wins.

***

Entry a
2 unconnected molecules or ions with the total composition C3H5NO2S2. Source: the Open Molecules 2025 dataset; level of theory: the ωB97M-V functional and the def2-TZVPD basis.

Last column: natural (NBO) charge in e.
Cartesian coordinates (Å):
C 0.834 0.780 -0.745  0.4076
C -1.000 0.688 0.411  -0.2169
C -1.656 -0.572 -0.027  0.2794
H 3.026 -0.179 1.416  0.1502
H 1.664 1.158 -1.640  0.1917
H -1.919 1.217 0.886  0.2422
H -0.327 0.364 1.125  0.1999
H -0.053 -1.447 0.454  0.5134
N 1.130 -0.226 -0.102  -0.7030
O -0.326 1.422 -0.533  -0.4410
O -0.847 -1.637 -0.171  -0.6492
S 2.796 -0.901 -0.479  0.1526
S -3.322 -0.667 -0.596  -0.1268

***

Entry b
A single C3H5NO2S2 molecule. Source: the Open Molecules 2025 dataset; level of theory: the ωB97M-V functional and the def2-TZVPD basis.

As for the SMILES: S=CNOCOC=S.

Last column: natural (NBO) charge in e.
Cartesian coordinates (Å):
C -2.027 -0.311 0.535  -0.1065
C 0.833 -0.526 -1.103  0.1927
C 1.480 1.291 0.166  0.1038
H -2.409 -0.584 1.719  0.1999
H -0.441 -1.143 1.469  0.3857
H 1.367 -1.541 -1.684  0.2216
H 0.412 0.431 -1.688  0.1916
H 0.559 1.727 -0.059  0.1727
N -0.708 -0.629 0.594  -0.3336
O -0.063 -1.300 -0.381  -0.3573
O 1.956 0.160 -0.477  -0.5059
S -2.896 0.243 -0.758  -0.0501
S 1.937 2.181 1.667  -0.1145

***

Entry c
A single C3H5NO2S2 molecule. Source: the Open Molecules 2025 dataset; level of theory: the ωB97M-V functional and the def2-TZVPD basis.

As for the SMILES: OC/C(=N\S)C(O)=S.

Last column: natural (NBO) charge in e.
Cartesian coordinates (Å):
C -0.024 -1.519 -0.200  -0.1691
C -0.119 -0.037 -0.022  0.1433
C 0.204 0.882 -1.105  0.2116
H 0.299 -2.344 1.725  0.4762
H 0.284 -1.673 -1.321  0.2519
H -1.080 -2.031 -0.093  0.2044
H -1.460 0.858 3.197  0.1507
H 0.328 2.251 0.223  0.5139
N -0.204 0.582 1.112  -0.6067
O 0.923 -2.035 0.769  -0.7055
O 0.515 2.137 -0.766  -0.6338
S -0.734 -0.193 2.446  0.2127
S 0.184 0.324 -2.669  -0.0495

***

Which structure wins on stability? entry c wins.

***

Entry a
A molecular structure, C30H24Cl5CoF3S3Sb. Source: the Open Molecules 2025 dataset; level of theory: the ωB97M-V functional and the def2-TZVPD basis.

The spin multiplicity is 2. Its net charge is +1.

Last column: Löwdin spin population.
Cartesian coordinates (Å):
Co -0.402 -1.526 0.379  1.0110
C -3.584 -1.482 1.161  -0.0006
C -3.549 -1.069 -0.303  0.0031
S -2.172 -1.746 -1.263  0.0367
C -2.475 -3.539 -1.212  0.0030
C -1.220 -4.314 -0.829  -0.0006
S -0.398 -3.739 0.678  -0.0043
C -1.681 -4.019 1.943  -0.0018
C -1.785 -2.814 2.864  -0.0004
S -1.979 -1.234 1.987  -0.0057
H -3.861 -2.530 1.262  0.0000
H -4.331 -0.896 1.696  -0.0003
H -3.413 0.012 -0.395  -0.0001
H -4.498 -1.307 -0.783  0.0013
H -2.800 -3.866 -2.199  0.0008
H -3.295 -3.742 -0.523  0.0000
H -0.456 -4.211 -1.603  -0.0001
H -1.438 -5.377 -0.726  -0.0003
H -1.418 -4.906 2.519  -0.0002
H -2.629 -4.228 1.448  -0.0001
H -0.867 -2.690 3.441  0.0001
H -2.599 -2.930 3.580  0.0001
Cl 1.750 -1.547 2.114  0.0398
C 2.309 -1.708 0.448  -0.0002
C 1.303 -1.725 -0.512  -0.0374
C 1.753 -1.843 -1.819  -0.0067
Cl 0.589 -1.872 -3.113  -0.0012
C 3.111 -1.910 -2.147  -0.0013
Cl 3.611 -2.042 -3.783  -0.0008
C 4.073 -1.856 -1.139  -0.0004
Cl 5.742 -1.907 -1.521  -0.0001
C 3.668 -1.759 0.193  -0.0004
Cl 4.815 -1.681 1.462  0.0017
F -2.149 4.106 4.877  -0.0002
C -1.626 3.455 3.830  -0.0005
C -2.127 3.710 2.569  0.0000
C -1.579 3.031 1.490  -0.0010
C -0.548 2.112 1.672  -0.0044
C -0.080 1.872 2.964  -0.0007
C -0.608 2.547 4.052  0.0000
Sb 0.172 0.943 0.062  -0.0186
C 2.227 1.359 -0.136  0.0001
C 3.094 1.346 0.955  -0.0001
C 4.457 1.520 0.777  0.0001
C 4.937 1.695 -0.507  -0.0003
F 6.254 1.856 -0.685  -0.0001
C 4.109 1.709 -1.612  0.0001
C 2.746 1.541 -1.417  -0.0003
C -0.535 2.023 -1.601  -0.0064
C -1.110 1.391 -2.700  -0.0004
C -1.534 2.121 -3.802  0.0000
C -1.367 3.491 -3.785  0.0001
F -1.776 4.206 -4.839  0.0000
C -0.783 4.155 -2.719  -0.0004
C -0.365 3.410 -1.631  -0.0012
H -2.923 4.432 2.445  0.0000
H -1.963 3.238 0.498  -0.0001
H 0.704 1.145 3.143  -0.0001
H -0.249 2.380 5.059  0.0000
H 2.725 1.192 1.960  0.0000
H 5.146 1.514 1.611  0.0000
H 4.530 1.846 -2.598  0.0000
H 2.093 1.548 -2.282  0.0000
H -1.210 0.317 -2.730  -0.0002
H -1.976 1.646 -4.667  0.0000
H -0.660 5.228 -2.760  -0.0001
H 0.103 3.922 -0.798  -0.0001

***

Entry b
A molecular structure, C30H24Cl5CoF3S3Sb. Source: the Open Molecules 2025 dataset; level of theory: the ωB97M-V functional and the def2-TZVPD basis.

The spin multiplicity is 2. Its net charge is +1.

Last column: Löwdin spin population.
Cartesian coordinates (Å):
Co 0.376 1.713 0.489  1.0689
C 1.086 -0.445 2.841  0.0004
C 2.243 0.528 3.007  0.0005
S 2.456 1.568 1.537  0.0075
C 2.518 3.230 2.229  0.0013
C 1.266 3.722 2.946  0.0003
S -0.310 3.512 2.056  0.0142
C -1.302 2.747 3.345  0.0032
C -0.809 1.387 3.800  -0.0021
S -0.452 0.362 2.363  -0.0159
H 0.924 -1.031 3.747  -0.0001
H 1.285 -1.158 2.043  0.0000
H 3.169 -0.025 3.173  0.0002
H 2.105 1.182 3.868  0.0000
H 2.746 3.861 1.370  0.0000
H 3.375 3.283 2.904  0.0004
H 1.390 4.788 3.138  -0.0002
H 1.158 3.234 3.913  0.0000
H -2.309 2.682 2.932  0.0001
H -1.354 3.440 4.187  0.0009
H -1.582 0.877 4.377  -0.0006
H 0.073 1.459 4.433  0.0000
Cl 1.988 0.260 -2.010  0.0020
C 1.785 1.987 -2.113  -0.0029
C 1.203 2.690 -1.057  -0.0458
C 1.296 4.079 -1.216  -0.0056
Cl 0.677 5.184 -0.005  -0.0009
C 1.838 4.715 -2.341  -0.0023
Cl 1.881 6.428 -2.475  -0.0014
C 2.347 3.954 -3.386  0.0028
Cl 3.005 4.704 -4.780  0.0010
C 2.332 2.570 -3.265  -0.0020
Cl 3.005 1.621 -4.532  -0.0008
F -4.969 -3.647 2.765  -0.0002
C -4.039 -3.045 2.007  -0.0005
C -2.740 -3.504 2.059  0.0001
C -1.785 -2.879 1.266  -0.0011
C -2.125 -1.814 0.435  -0.0025
C -3.451 -1.377 0.424  -0.0005
C -4.421 -1.989 1.202  0.0000
Sb -0.681 -0.753 -0.687  -0.0093
C -1.482 -0.935 -2.620  -0.0017
C -2.690 -0.306 -2.921  -0.0002
C -3.255 -0.412 -4.183  0.0000
C -2.583 -1.147 -5.139  -0.0003
F -3.123 -1.256 -6.365  -0.0001
C -1.375 -1.765 -4.888  0.0000
C -0.827 -1.652 -3.619  -0.0006
C 0.782 -2.285 -0.656  -0.0047
C 2.082 -2.065 -0.199  -0.0002
C 3.013 -3.091 -0.133  0.0000
C 2.623 -4.351 -0.542  0.0001
F 3.517 -5.351 -0.490  0.0000
C 1.351 -4.618 -1.007  -0.0003
C 0.436 -3.578 -1.058  -0.0009
H -2.493 -4.339 2.698  0.0000
H -0.766 -3.248 1.305  0.0000
H -3.759 -0.547 -0.197  0.0000
H -5.452 -1.669 1.191  0.0000
H -3.209 0.296 -2.187  0.0000
H -4.189 0.068 -4.437  0.0000
H -0.882 -2.314 -5.678  0.0000
H 0.129 -2.126 -3.430  -0.0001
H 2.401 -1.070 0.087  0.0001
H 4.025 -2.928 0.208  0.0000
H 1.095 -5.621 -1.317  0.0000
H -0.567 -3.790 -1.412  -0.0001

***

Which structure wins on stability? entry a wins.